1.
Molecular formula: CH3O3
Method: DFT, ωB97M-V/def2-TZVPD

```
7
Properties=species:S:1:pos:R:3:lowdin_charge:R:1
O 0.00 0.00 0.00 -0.153
H 1.40 -0.98 1.00 0.070
H 3.69 2.51 -3.77 0.053
H 4.42 3.84 -4.12 0.042
C 0.30 -0.86 0.83 -0.735
O 4.51 2.86 -4.18 -0.095
O -0.48 -1.58 1.51 -0.182
```

For the HOMO energy, the calculation gives -3.730 eV. For the orbital gap, the calculation gives 0.246 hartree. As for the net charge: -1.

=====

2.
Molecular formula: C4H9NO3
Method: DFT, ωB97M-V/def2-TZVPD

```
17
Properties=species:S:1:pos:R:3:lowdin_charge:R:1
H 1.32 -1.38 2.50 0.111
N -1.78 0.62 -0.10 0.001
O 0.59 0.80 1.49 -0.227
H -1.34 1.37 0.50 0.133
H 1.68 1.02 1.87 0.238
C -0.20 -0.56 1.37 -0.351
C 0.82 -1.72 1.43 -0.098
H -1.02 -1.40 -0.53 0.171
H 0.47 -2.93 1.58 0.132
H -1.02 -0.48 2.16 0.151
H 1.48 -1.82 0.42 0.114
C -0.78 -0.39 -0.03 -0.285
H -2.70 0.18 0.25 0.152
O -0.41 1.05 -2.09 -0.066
O 1.51 -0.03 -1.39 0.115
C 0.40 0.26 -1.19 -0.407
H -1.40 0.93 -1.52 0.113
```

For the HOMO energy, the calculation gives -9.478 eV. For the orbital gap, the calculation gives 0.366 hartree. As for the SMILES: C[C@@H](O)[C@@H](N)C(=O)O.

=====

3.
Molecular formula: C42H42NO10PS2
Method: DFT, ωB97M-V/def2-TZVPD

```
98
Properties=species:S:1:pos:R:3:lowdin_charge:R:1
H -5.72 -1.50 -1.44 0.108
C 3.83 1.99 -1.29 -0.088
O 7.45 -5.62 1.07 0.088
H 2.37 -0.83 2.47 0.120
H 6.48 -5.00 -1.15 0.109
H -1.63 7.42 0.71 0.099
C 8.16 -6.40 0.44 -0.277
H -3.11 7.29 -0.55 0.107
H -7.23 4.06 1.10 0.114
H -2.31 0.92 1.88 0.119
H -4.96 0.08 -2.29 0.108
C -3.44 0.87 -0.21 -0.218
C -2.90 1.63 1.15 -0.150
C 10.00 -8.16 3.22 -0.058
H -8.72 3.29 4.49 0.085
H 11.46 -9.73 3.03 0.108
C 2.42 4.41 -1.27 -0.049
C 4.13 2.99 -2.23 0.005
O -9.23 4.83 0.55 -0.281
O -9.47 6.52 -1.68 -0.263
H 11.40 -9.74 0.56 0.122
O 5.39 0.50 -2.21 0.094
O -7.05 6.17 -0.59 -0.331
C -2.18 5.26 -0.02 -0.288
C -4.84 0.01 0.05 -0.205
C 5.00 -1.51 -0.30 0.008
C 2.13 3.42 -0.33 0.011
H -6.60 1.22 4.98 -0.114
H -10.09 3.04 2.17 0.135
C 2.84 2.22 -0.34 -0.084
H -3.81 2.10 1.73 0.101
H -4.57 -1.01 0.60 0.116
H 7.92 -6.51 -4.91 0.109
C 10.80 -9.04 2.51 -0.057
O 1.68 1.38 1.53 0.086
C -7.24 1.64 -2.43 -0.142
H 3.65 -2.95 2.48 0.109
C 3.10 -1.02 1.69 0.005
C -10.49 7.74 -0.10 -0.462
C -1.95 2.91 0.63 -0.188
C 8.09 -6.45 -1.03 -0.085
H -8.07 1.43 -3.23 0.122
S -9.97 8.85 1.12 0.625
O -8.15 4.07 -2.08 -0.250
C 3.33 -0.06 0.69 -0.087
C -8.28 4.31 1.58 -0.215
C -8.91 2.90 2.14 -0.225
C 4.56 0.71 -1.33 -0.279
H -3.66 1.69 -1.01 0.110
C 9.89 -8.18 -1.05 -0.278
H 10.04 -8.15 4.31 0.108
H 5.33 -3.39 0.69 0.097
C 7.16 -5.65 -1.71 0.007
C 9.09 -7.30 1.15 -0.086
H -6.17 1.81 -2.91 0.116
H -8.66 1.96 1.46 0.106
S -6.61 2.01 3.79 0.563
H 4.91 2.83 -2.97 0.121
C -8.45 2.50 3.66 -0.550
C 4.77 -2.46 0.70 -0.051
H -7.88 -0.57 -1.78 0.114
C 9.15 -7.29 2.55 0.006
C 4.28 -0.30 -0.29 -0.086
H 1.87 5.35 -1.26 0.109
H 8.52 -6.60 3.11 0.121
H 1.34 3.60 0.41 0.109
H 9.55 -7.94 -3.72 0.122
H -6.49 3.25 -1.00 0.138
H 5.74 -1.71 -1.07 0.119
C 9.91 -8.17 0.43 -0.086
O 10.64 -8.91 -1.68 0.098
H -2.61 0.11 -0.62 0.129
O -2.73 4.15 0.78 -0.094
C 3.83 -2.21 1.70 -0.054
O -1.38 5.16 -1.08 -0.053
C 10.76 -9.05 1.11 0.007
C -5.61 -0.32 -1.38 -0.208
C 8.94 -7.29 -1.75 -0.085
H -8.29 2.53 -0.61 0.107
H -8.12 5.13 2.41 0.153
C -7.14 0.29 -1.45 -0.200
H 6.37 -5.06 -3.62 0.109
C 8.88 -7.30 -3.15 0.008
N -10.61 6.62 -0.93 -0.101
H -0.97 2.89 1.28 0.129
H 3.67 4.97 -2.94 0.108
H -3.36 6.72 1.32 0.089
H -9.04 1.50 3.93 0.090
C 7.09 -5.68 -3.10 -0.054
H -5.50 0.66 0.79 0.090
C -2.60 6.82 0.42 -0.020
C -7.53 2.91 -1.43 -0.249
C 7.96 -6.50 -3.82 -0.055
C 3.43 4.20 -2.21 -0.054
H -7.43 0.54 -0.32 0.094
C 2.55 1.19 0.69 -0.278
H -1.66 2.64 -0.47 0.130
P -8.39 5.36 -0.88 0.817
```

For the HOMO energy, the calculation gives -9.460 eV. For the orbital gap, the calculation gives 0.295 hartree. As for the SMILES: CC(=O)OCCCCCCCCO[P@](=O)(OCCCS)ON=C=S.O=C1c2ccccc2C(=O)c2ccccc21.O=C1c2ccccc2C(=O)c2ccccc21.

=====

4.
Molecular formula: CHNOS2
Method: DFT, ωB97M-V/def2-TZVPD

```
6
Properties=species:S:1:pos:R:3:lowdin_charge:R:1
O 0.89 1.49 -0.02 -0.067
S -0.18 0.32 1.66 0.318
H -1.68 -1.09 0.25 -0.055
N 0.50 -0.42 -1.28 -0.146
S -0.28 -1.03 0.29 0.511
C 0.76 0.73 -0.90 -0.561
```

For the HOMO energy, the calculation gives -9.193 eV. For the orbital gap, the calculation gives 0.319 hartree.

=====

5.
Molecular formula: C4H11N2O
Method: DFT, ωB97M-V/def2-TZVPD

```
18
Properties=species:S:1:pos:R:3:lowdin_charge:R:1
N -0.45 0.48 -2.43 0.011
C 0.05 0.55 2.25 -0.339
H 0.55 0.64 -2.34 0.055
C 0.66 -0.69 0.20 -0.242
H 1.88 0.70 1.28 0.115
H 0.95 -1.55 0.81 0.108
H 0.63 1.54 0.39 0.111
H -1.03 0.34 2.06 0.140
N -0.69 -0.92 -0.36 -0.071
H 1.33 -0.69 -0.66 0.104
H 0.38 -0.31 2.84 0.127
H -0.91 1.26 -1.96 0.064
H -1.33 -0.27 0.07 0.082
O 0.04 1.68 3.01 0.027
H -1.84 -0.97 -2.03 0.107
C -0.79 -0.78 -1.81 -0.334
H -0.27 -1.62 -2.27 0.111
C 0.85 0.62 0.94 -0.176
```

For the HOMO energy (alpha / beta), the calculation gives -9.015 / -9.014 eV. For the orbital gap (alpha / beta), the calculation gives 0.367 / 0.278 hartree. The multiplicity is 2.

=====

Calculated molar mass in order - 63.0, 119.1, 815.9, 107.2, 103.1 g mol⁻¹
Calculated relative energy (zero: lowest compared OMol25 entry of this formula, charge and spin) in order - 17.6, 111.0, 228.9, 32.3, 24.6 kcal per mole